A 2-piece molecular cluster, C3H7N2O2 overall in a non-equilibrium geometry, computed with ωB97M-V/def2-TZVPD.

## Properties
- charge = +1
- E_LUMO (spin up / spin down) (eV) = -5.414 / -5.564
- HOMO-LUMO gap (spin up / spin down) (eV) = 8.63 / 8.82
- E_HOMO (spin up / spin down) (eV) = -14.045 / -14.384
- molecular weight (g/mol) = 103.10
- relative energy (zero: lowest compared OMol25 entry of this formula, charge and spin) (kcal per mole) = 90.2

Positions of all 14 atoms, in Å:
O (-1.8826, -0.7396, -0.4733)
O (1.3439, -1.6425, 0.2502)
N (1.3134, 0.5921, -0.4475)
N (-0.6989, 1.2089, 0.2132)
C (0.5124, -0.6687, -0.4063)
C (-0.7726, -0.2410, 0.1619)
C (0.5075, 1.6579, -0.1568)
H (-2.6385, -0.7017, 0.1022)
H (0.6190, -1.0386, -1.4245)
H (-1.4940, 1.7809, 0.4562)
H (2.2427, 0.6363, -0.8979)
H (0.9501, -2.0592, 0.9744)
H (-0.8346, -1.4215, 1.7631)
H (0.8322, 2.6368, -0.1147)